{"formula": "C36H96N2O13", "method": "the ωB97M-V functional and the def2-TZVPD basis", "homo_ha": -0.28034, "orbital_gap_ha": 0.290, "e_lumo_ev": 0.263, "species": ["C", "C", "C", "C", "C", "C", "N", "O", "C", "C", "C", "H", "H", "H", "H", "H", "H", "H", "H", "H", "H", "H", "H", "H", "H", "H", "H", "H", "H", "H", "C", "C", "C", "C", "C", "C", "N", "O", "C", "C", "C", "H", "H", "H", "H", "H", "H", "H", "H", "H", "H", "H", "H", "H", "H", "H", "H", "H", "H", "H", "C", "C", "O", "H", "H", "H", "H", "H", "H", "C", "C", "O", "H", "H", "H", "H", "H", "H", "C", "C", "O", "H", "H", "H", "H", "H", "H", "C", "C", "O", "H", "H", "H", "H", "H", "H", "C", "C", "O", "H", "H", "H", "H", "H", "H", "C", "C", "O", "H", "H", "H", "H", "H", "H", "C", "C", "O", "H", "H", "H", "H", "H", "H", "C", "O", "H", "H", "H", "H", "C", "O", "H", "H", "H", "H", "C", "O", "H", "H", "H", "H", "C", "O", "H", "H", "H", "H"], "xyz": [[1.27, 1.33, -2.97], [1.29, 1.69, -4.42], [2.40, 0.89, -5.06], [2.50, 1.01, -6.59], [1.15, 0.46, -7.16], [-0.17, 1.09, -6.50], [0.05, 1.32, -5.09], [-1.09, 1.76, -4.44], [-0.54, 2.32, -7.31], [-1.33, 0.05, -6.66], [1.63, 3.21, -4.48], [0.41, 1.81, -2.51], [2.10, 1.69, -2.36], [1.01, 0.28, -2.79], [3.35, 1.36, -4.79], [2.47, -0.14, -4.71], [3.32, 0.40, -6.99], [2.69, 2.06, -6.80], [1.17, -0.63, -7.11], [1.15, 0.74, -8.21], [-0.90, 2.06, -8.31], [-1.35, 2.91, -6.88], [0.31, 2.97, -7.53], [-2.27, 0.52, -6.37], [-1.42, -0.17, -7.73], [-1.18, -0.89, -6.13], [0.78, 3.75, -4.06], [1.58, 3.56, -5.51], [2.64, 3.47, -4.16], [-1.38, 0.99, -3.95], [-0.53, 4.38, 0.53], [-2.08, 4.07, 0.53], [-2.45, 2.57, 0.64], [-2.40, 1.96, 2.01], [-3.09, 2.84, 3.08], [-2.71, 4.35, 3.06], [-2.81, 4.77, 1.64], [-2.63, 6.15, 1.55], [-3.82, 5.03, 3.93], [-1.33, 4.54, 3.73], [-2.72, 4.59, -0.81], [-0.08, 3.96, -0.37], [0.01, 4.02, 1.41], [-0.35, 5.45, 0.49], [-3.42, 2.39, 0.18], [-1.66, 2.01, 0.13], [-1.34, 1.97, 2.28], [-2.62, 0.90, 2.00], [-2.87, 2.41, 4.05], [-4.15, 2.78, 2.83], [-4.06, 4.48, 4.84], [-3.68, 6.09, 4.13], [-4.74, 4.96, 3.34], [-0.67, 5.26, 3.24], [-1.40, 4.83, 4.77], [-0.70, 3.65, 3.66], [-2.44, 5.64, -0.89], [-3.80, 4.52, -0.82], [-2.34, 4.14, -1.72], [-3.52, 6.47, 1.39], [2.69, 2.46, 1.46], [2.99, 3.81, 2.17], [3.71, 3.52, 3.31], [1.86, 2.46, 0.75], [2.38, 1.74, 2.21], [3.54, 2.06, 0.91], [2.10, 4.32, 2.54], [3.50, 4.46, 1.46], [3.84, 4.36, 3.75], [0.61, -0.74, 0.68], [0.39, -2.11, 1.31], [-0.05, -1.97, 2.60], [1.09, -0.84, -0.30], [1.33, -0.17, 1.27], [-0.34, -0.21, 0.56], [1.24, -2.78, 1.21], [-0.38, -2.65, 0.77], [0.23, -2.71, 3.15], [-3.81, -1.64, -2.04], [-2.45, -0.99, -1.79], [-1.83, -0.61, -2.99], [-3.73, -2.34, -2.87], [-4.54, -0.86, -2.26], [-4.28, -2.08, -1.16], [-1.75, -1.59, -1.21], [-2.77, -0.15, -1.17], [-1.42, -1.42, -3.30], [1.37, -5.86, -0.38], [2.71, -4.99, -0.24], [2.81, -4.13, -1.36], [0.58, -5.18, -0.69], [1.09, -6.40, 0.52], [1.48, -6.55, -1.21], [3.58, -5.64, -0.21], [2.68, -4.39, 0.67], [3.44, -3.43, -1.16], [-2.22, -5.20, -0.07], [-2.60, -5.60, -1.50], [-3.29, -6.89, -1.43], [-3.12, -5.18, 0.54], [-1.81, -4.19, -0.07], [-1.50, -5.83, 0.44], [-1.77, -5.58, -2.20], [-3.27, -4.78, -1.74], [-4.20, -6.72, -1.68], [0.70, 1.65, 5.08], [-0.31, 0.55, 4.83], [-1.45, 0.85, 5.60], [0.30, 2.61, 5.41], [1.50, 1.72, 4.35], [1.26, 1.41, 5.98], [0.12, -0.43, 5.05], [-0.62, 0.47, 3.78], [-1.91, 0.07, 5.92], [3.23, -0.77, 3.90], [3.87, -0.43, 5.21], [3.51, -1.36, 6.14], [3.78, -1.64, 3.53], [3.30, -0.07, 3.07], [2.18, -1.04, 3.96], [3.48, 0.52, 5.59], [4.94, -0.27, 5.07], [4.11, -2.10, 6.01], [0.61, -2.98, -3.70], [-0.83, -3.14, -3.70], [1.12, -3.94, -3.69], [0.90, -2.46, -4.61], [0.93, -2.47, -2.79], [-1.06, -3.68, -4.46], [0.93, -3.76, 5.46], [0.72, -4.20, 4.11], [1.26, -2.73, 5.57], [-0.03, -3.83, 5.98], [1.56, -4.49, 5.97], [0.39, -5.10, 4.11], [-2.79, -3.86, 3.95], [-2.94, -3.34, 2.68], [-2.45, -3.03, 4.57], [-3.81, -4.16, 4.17], [-2.10, -4.70, 3.93], [-2.20, -2.77, 2.43], [4.31, -0.91, -1.09], [4.44, -2.15, -0.41], [3.63, -1.11, -1.91], [3.83, -0.19, -0.43], [5.26, -0.64, -1.55], [4.91, -1.94, 0.40]]}